[1]
ORCA calculation (ωB97M-V with the def2-TZVPD basis set) on 2 unconnected molecules or ions with the total composition C21H27BFNO2P in a non-equilibrium geometry.

Atoms and positions in Å:
C: -2.432 -1.365 4.057
C: -2.420 -2.182 3.141
C: -2.655 -3.354 2.097
C: -1.517 -3.206 0.961
C: -1.948 -2.116 -0.110
B: -0.708 -1.428 -0.930
F: -0.118 -2.141 -2.060
O: -1.214 -0.166 -1.511
C: -0.312 0.919 -1.202
C: 0.438 0.265 0.080
C: -0.187 0.926 1.420
C: 0.962 0.819 2.527
C: 1.379 2.080 3.219
C: 2.492 1.980 4.229
C: 3.151 0.669 4.521
C: 2.690 -0.570 3.813
C: 3.431 -1.933 4.132
C: 1.589 -0.532 2.803
P: 2.282 0.691 -0.304
N: 2.760 -0.366 -1.424
O: 0.428 -1.151 -0.026
H: -2.698 -0.773 4.974
H: -2.558 -4.324 2.671
H: -3.697 -3.215 1.684
H: -0.565 -2.952 1.526
H: -1.410 -4.215 0.447
H: -2.603 -2.652 -0.879
H: -2.532 -1.270 0.382
H: 0.453 1.205 -1.995
H: -0.826 1.879 -0.895
H: -1.145 0.422 1.742
H: -0.440 2.018 1.211
H: 0.877 3.057 2.984
H: 2.830 2.920 4.747
H: 3.990 0.609 5.271
H: 4.532 -1.778 4.348
H: 3.372 -2.654 3.260
H: 2.896 -2.408 5.009
H: 1.278 -1.483 2.296
H: 3.140 0.507 0.821
H: 2.396 2.010 -0.846
H: 3.548 -0.893 -1.023
C: -2.356 3.330 -5.506
C: -1.767 2.979 -6.716
C: -0.988 1.830 -6.802
C: -0.806 1.027 -5.681
C: -1.399 1.376 -4.472
C: -2.170 2.529 -4.384
H: -2.961 4.228 -5.438
H: -1.914 3.602 -7.592
H: -0.523 1.560 -7.744
H: -0.203 0.128 -5.749
H: -1.259 0.747 -3.598
H: -2.627 2.804 -3.440

Atoms 1-2, force components in eV/Å:
C -0.7 -0.9 -0.2
C -1.1 -0.5 0.5

- multiplicity = 1
- calculated total energy (Eh) = -1487.66185
- relative energy (zero: lowest compared OMol25 entry of this formula, charge and spin) (kJ/mol) = 272.3
- charge = -1

[2]
ORCA calculation (ωB97M-V with the def2-TZVPD basis set) on 2 unconnected molecules or ions with the total composition C8H15BO2 in a non-equilibrium geometry.

Atoms and positions in Å:
B: -1.201 0.126 -0.345
C: 0.982 2.492 1.195
C: 1.217 1.183 0.994
C: -3.278 -0.259 0.530
C: -3.449 0.445 -0.820
C: 1.350 -1.793 0.515
C: 2.973 -0.773 -1.089
C: 0.977 0.517 -0.268
C: 1.495 -0.845 -0.648
O: -1.842 -0.427 0.674
O: -2.092 0.630 -1.278
H: 0.905 3.011 2.109
H: 0.649 3.057 0.321
H: 1.413 0.612 2.020
H: -3.688 0.354 1.290
H: -3.710 -1.284 0.673
H: -4.011 -0.200 -1.410
H: -3.860 1.414 -0.805
H: 0.226 -1.763 0.783
H: 1.881 -1.487 1.402
H: 1.552 -2.915 0.323
H: 3.469 -0.102 -0.426
H: 3.059 -0.141 -2.096
H: 3.322 -1.847 -1.077
H: 0.776 1.272 -1.135
H: 0.880 -1.277 -1.434

Atoms 1-2, force components in eV/Å:
B 2.2 1.6 -0.6
C -0.4 -0.8 -2.0

- multiplicity = 1
- calculated total energy (Eh) = -489.09489
- relative energy (zero: lowest compared OMol25 entry of this formula, charge and spin) (kJ/mol) = 366.5

[3]
ORCA calculation (ωB97M-V with the def2-TZVPD basis set) on 5 unconnected molecules or ions with the total composition H10O5 in a non-equilibrium geometry.

Atoms and positions in Å:
H: 0.052 1.170 0.122
H: -1.399 1.157 -0.331
H: -1.207 -1.099 1.195
H: 0.120 -0.358 1.180
H: 4.775 -0.913 -0.100
H: 4.030 0.288 -0.658
H: -4.068 0.134 -0.949
H: -5.248 -0.802 -1.152
H: 2.409 0.834 0.570
H: 2.254 0.454 -0.893
O: -0.842 1.356 0.430
O: -0.334 -1.111 0.786
O: 3.943 -0.662 -0.516
O: -4.724 -0.377 -0.463
O: 1.743 0.686 -0.110

Atoms 1-2, force components in eV/Å:
H 0.2 0.1 -0.2
H 0.1 0.0 0.2

- multiplicity = 1
- calculated total energy (Eh) = -382.15996
- relative energy (zero: lowest compared OMol25 entry of this formula, charge and spin) (kJ/mol) = 168.6